(1)
DFT (ωB97M-V with the def2-TZVPD basis set) results for a cluster of 2 separate species, C2H3ClS in total.

## Properties
Relative energy (zero: lowest compared OMol25 entry of this formula, charge and spin) (kJ/mol): 227.78
Frontier orbital gap (eV): 9.947
Lowest unoccupied orbital energy (hartree): -0.018
2S+1: 1

CARTESIAN COORDINATES (ANGSTROEM)
C: 1.159 0.319 1.520
C: -0.780 -0.218 -0.537
S: 2.014 1.550 1.906
Cl: 0.290 -1.127 -1.922
H: -0.846 -1.196 0.027
H: -1.729 0.142 -0.979
H: -0.108 0.530 -0.014

Forces on atoms 1 to 3 (eV/Å):
1.3 1.1 1.0
1.4 -2.1 -0.6
-0.7 -1.0 -0.4

---

(2)
DFT (ωB97M-V with the def2-TZVPD basis set) results for the molecule C2H3ClSi.

## Properties
Relative energy (zero: lowest compared OMol25 entry of this formula, charge and spin) (kJ/mol): 31.80
Frontier orbital gap (eV): 11.517
Lowest unoccupied orbital energy (hartree): 0.026
2S+1: 1

CARTESIAN COORDINATES (ANGSTROEM)
C: -1.509 -1.365 0.038
C: -0.609 -0.626 -0.212
Si: 0.631 0.741 -0.095
Cl: 2.401 -0.221 -0.033
H: -2.307 -1.910 0.253
H: 0.419 1.467 1.133
H: 0.974 1.915 -1.082

Forces on atoms 1 to 3 (eV/Å):
1.8 1.4 -0.6
1.0 1.9 -0.4
0.4 0.8 -0.9

---

(3)
DFT (ωB97M-V with the def2-TZVPD basis set) results for a cluster of 2 separate species, C2H3ClSi in total.

## Properties
Relative energy (zero: lowest compared OMol25 entry of this formula, charge and spin) (kJ/mol): 0.00
Frontier orbital gap (alpha / beta) (eV): 8.189 / 10.099
Lowest unoccupied orbital energy (alpha / beta) (hartree): 0.027 / -0.031
2S+1: 3

CARTESIAN COORDINATES (ANGSTROEM)
C: 1.340 1.530 0.020
C: 0.579 0.722 -0.475
Si: -0.714 -0.609 -0.649
Cl: -2.511 -0.082 0.229
H: 2.014 2.401 0.398
H: 0.362 -2.569 2.166
H: -1.069 -1.393 -1.689

Forces on atoms 1 to 3 (eV/Å):
1.2 1.9 0.4
-0.8 -0.5 -0.1
1.2 2.0 3.4

---

(4)
DFT (ωB97M-V with the def2-TZVPD basis set) results for a structure of composition C2H3CsFO2.

## Properties
Relative energy (zero: lowest compared OMol25 entry of this formula, charge and spin) (kJ/mol): 437.62
Frontier orbital gap (eV): 7.781
Total charge: +1
Lowest unoccupied orbital energy (hartree): -0.141
2S+1: 1

CARTESIAN COORDINATES (ANGSTROEM)
H: -2.279 0.391 -0.333
C: 0.522 0.434 0.721
C: -0.370 0.575 -0.457
O: -1.591 1.033 -0.123
O: 0.333 -0.829 0.514
H: 0.291 0.916 1.680
F: 1.078 1.521 -0.468
H: -0.248 0.153 -1.458
Cs: 2.263 -4.194 -0.075

Forces on atoms 1 to 3 (eV/Å):
-0.3 0.2 -0.7
-6.1 -1.1 -3.8
-2.5 0.9 3.4

---

(5)
DFT (ωB97M-V with the def2-TZVPD basis set) results for a structure of composition C2H3CuO2.

## Properties
Relative energy (zero: lowest compared OMol25 entry of this formula, charge and spin) (kJ/mol): 154.40
Frontier orbital gap (eV): 7.039
Lowest unoccupied orbital energy (hartree): -0.043
2S+1: 1

CARTESIAN COORDINATES (ANGSTROEM)
C: 0.824 -0.422 -0.250
C: -0.259 0.357 -0.858
O: -1.285 0.851 -0.151
O: 0.620 -0.601 1.056
H: -0.488 -0.233 -1.788
H: 1.306 -1.172 1.419
Cu: -1.376 0.158 1.774
H: 0.659 1.061 -1.201

Forces on atoms 1 to 3 (eV/Å):
0.2 -1.1 -0.6
1.6 -0.2 0.0
-0.3 -0.2 1.0

---

(6)
DFT (ωB97M-V with the def2-TZVPD basis set) results for a structure of composition C2H3DyFO3.

## Properties
Frontier orbital gap (alpha / beta) (eV): 4.568 / 11.416
Total charge: +3
Lowest unoccupied orbital energy (alpha / beta) (hartree): -0.758 / -0.547
2S+1: 6

CARTESIAN COORDINATES (ANGSTROEM)
H: 0.128 2.764 0.814
O: -0.317 0.881 1.427
C: -0.018 1.698 0.577
C: 0.186 1.263 -0.877
F: 1.442 1.588 -1.245
H: -0.532 1.749 -1.554
O: 0.068 -0.157 -0.832
Dy: -0.429 -1.393 1.190
O: -0.090 -0.580 -2.152
H: -1.045 -0.677 -2.305

Forces on atoms 1 to 3 (eV/Å):
0.1 0.2 -0.1
0.2 -0.1 -0.9
-0.1 0.5 1.3

---

(7)
DFT (ωB97M-V with the def2-TZVPD basis set) results for a cluster of 2 separate species, C2H3F in total.

## Properties
Relative energy (zero: lowest compared OMol25 entry of this formula, charge and spin) (kJ/mol): 515.60
Frontier orbital gap (alpha / beta) (eV): 9.352 / 10.451
Lowest unoccupied orbital energy (alpha / beta) (hartree): -0.035 / 0.004
2S+1: 1

CARTESIAN COORDINATES (ANGSTROEM)
C: 0.309 0.729 -0.029
C: -0.523 -0.322 0.001
F: -1.900 -0.295 -0.124
H: 1.385 0.782 0.049
H: -0.190 1.768 -0.114
H: 0.918 -2.661 0.217

Forces on atoms 1 to 3 (eV/Å):
-2.3 0.9 -0.1
-0.6 1.3 -0.3
2.6 -0.1 0.3

---

(8)
DFT (ωB97M-V with the def2-TZVPD basis set) results for a cluster of 2 separate species, C2H3F2I in total.

## Properties
Relative energy (zero: lowest compared OMol25 entry of this formula, charge and spin) (kJ/mol): 484.39
Frontier orbital gap (alpha / beta) (eV): 7.667 / 9.881
Lowest unoccupied orbital energy (alpha / beta) (hartree): -0.030 / -0.011
2S+1: 1

CARTESIAN COORDINATES (ANGSTROEM)
C: 0.589 -0.535 0.346
C: -0.579 0.201 -0.424
F: 0.135 -1.851 0.472
F: -0.441 -0.014 -1.715
I: -2.472 0.620 0.301
H: 0.685 -0.103 1.242
H: 1.475 -0.606 -0.338
H: 0.607 2.288 0.116

Forces on atoms 1 to 3 (eV/Å):
-2.5 -1.2 -5.0
2.7 0.4 1.2
0.2 -0.3 0.5

---

2S+1 of number 6 (C2H3DyFO3)? 6

---

Among the records above, which one has the highest 2S+1? C2H3DyFO3

---

Look up the 2S+1 of the seventh one. 1